(1)
Formula: C18H17FNSSiTc
Source: OMol25
Level of theory: wB97M-V/def2-TZVPD

```
40
Properties=species:S:1:pos:R:3
Tc -2.832 0.135 -1.027
S 0.647 -2.223 0.874
C -0.848 -3.069 0.750
C -1.146 -4.383 1.107
C -2.431 -4.831 0.895
C -3.412 -3.996 0.338
C -3.120 -2.698 -0.010
C -1.818 -2.230 0.205
N -1.363 -0.954 -0.105
C -0.058 -0.788 0.180
C 0.040 1.465 -0.689
C 0.586 2.741 -1.030
C -0.089 3.887 -1.396
C -1.468 4.223 -1.533
C -2.582 3.418 -1.465
C -2.390 2.048 -1.245
H -0.393 -5.031 1.533
H -2.690 -5.847 1.161
H -4.410 -4.379 0.179
H -3.911 -2.087 -0.445
H 1.662 2.837 -0.993
H 0.564 4.731 -1.586
H -1.641 5.276 -1.727
H -3.570 3.838 -1.596
C 3.549 -0.774 -0.416
Si 2.550 0.440 0.592
C 2.514 0.057 2.422
C 3.343 2.125 0.436
C 0.726 0.383 -0.054
C -1.300 1.324 -1.025
H 4.599 -0.697 -0.123
H 3.487 -0.532 -1.479
H 3.250 -1.814 -0.292
H 3.522 0.214 2.814
H 2.216 -0.954 2.687
H 1.853 0.752 2.944
H 4.281 2.060 0.994
H 2.763 2.931 0.887
H 3.608 2.398 -0.587
F -4.284 0.003 -2.174
```

Orbital gap (alpha / beta), eV: 6.2 / 6.2
2S+1: 2
Net charge: +1
Expectation value of S²: 0.79
HOMO (alpha / beta), Ha: -0.418 / -0.418

=====

(2)
Formula: C18H17N3O3S
Source: OMol25
Level of theory: wB97M-V/def2-TZVPD

```
42
Properties=species:S:1:pos:R:3
C -6.645 -2.754 0.202
O -6.763 -1.356 0.304
C -5.662 -0.590 0.089
C -5.846 0.791 0.201
C -4.792 1.652 -0.012
C -3.532 1.169 -0.332
C -3.341 -0.203 -0.421
N -2.081 -0.743 -0.761
C -0.861 -0.499 -0.229
O 0.146 -0.916 -0.764
C -0.823 0.255 1.094
C 0.338 1.256 1.096
S 1.959 0.469 1.346
C 2.526 0.919 -0.283
N 3.571 0.603 -0.896
C 4.611 -0.177 -0.426
C 5.076 -0.123 0.888
C 6.157 -0.894 1.269
C 6.783 -1.726 0.355
C 6.329 -1.774 -0.954
C 5.257 -0.999 -1.349
N 1.588 1.745 -0.862
C 0.399 1.960 -0.251
O -0.509 2.605 -0.716
C -4.402 -1.083 -0.224
H -7.637 -3.149 0.415
H -5.933 -3.153 0.932
H -6.344 -3.060 -0.806
H -6.830 1.156 0.446
H -4.948 2.717 0.059
H -2.716 1.846 -0.533
H -2.063 -1.368 -1.558
H -1.763 0.774 1.276
H -0.666 -0.479 1.888
H 0.196 1.985 1.897
H 4.602 0.537 1.599
H 6.513 -0.846 2.288
H 7.625 -2.329 0.660
H 6.818 -2.418 -1.671
H 4.892 -1.028 -2.363
H 1.753 2.071 -1.806
H -4.218 -2.142 -0.319
```

SMILES string: COc1cccc(NC(=O)C[C@H]2S/C(=N\c3ccccc3)NC2=O)c1
Orbital gap, eV: 8.7
Net charge: 0
HOMO, Ha: -0.302
Energy above the lowest of the compared OMol25 structures with the same formula, charge and spin, kJ/mol: 121.3

=====

(3)
Formula: C18H17N3OS
Source: OMol25
Level of theory: wB97M-V/def2-TZVPD

```
40
Properties=species:S:1:pos:R:3
C -1.056 -2.486 1.242
C -0.198 -1.706 0.298
N 1.083 -2.122 0.155
C 1.759 -1.371 -0.660
N 3.027 -1.641 -1.024
C 3.883 -0.653 -1.653
C 4.451 0.313 -0.641
C 3.900 1.576 -0.476
C 4.392 2.431 0.496
C 5.436 2.031 1.311
C 5.991 0.772 1.151
C 5.498 -0.083 0.182
S 0.859 -0.025 -1.328
C -0.534 -0.591 -0.431
C -1.731 0.240 -0.569
O -1.668 1.352 -1.060
N -2.885 -0.347 -0.120
C -4.176 0.182 -0.079
C -4.480 1.481 -0.478
C -5.784 1.934 -0.401
C -6.795 1.113 0.068
C -6.494 -0.179 0.467
C -5.196 -0.643 0.394
H -1.759 -3.121 0.700
H -0.407 -3.132 1.826
H -1.603 -1.830 1.917
H 3.482 -2.332 -0.445
H 3.287 -0.121 -2.397
H 4.687 -1.193 -2.161
H 3.084 1.892 -1.109
H 3.956 3.412 0.616
H 5.819 2.698 2.068
H 6.808 0.455 1.783
H 5.935 -1.065 0.058
H -2.816 -1.302 0.194
H -3.696 2.121 -0.846
H -6.010 2.943 -0.714
H -7.810 1.476 0.125
H -7.274 -0.829 0.835
H -4.964 -1.653 0.707
```

SMILES string: Cc1nc(NCc2ccccc2)sc1C(=O)Nc1ccccc1
Orbital gap, eV: 8.7
Net charge: 0
HOMO, Ha: -0.293
Energy above the lowest of the compared OMol25 structures with the same formula, charge and spin, kJ/mol: 0.0

=====

For reference, E_tot by record: -1618.92547 -1484.33689 -1333.85374 Eh.